{"formula": "C24H52Br2ClFO9Si2", "method": "the ωB97M-V functional and the def2-TZVPD basis", "species": ["C", "C", "O", "C", "C", "Si", "C", "C", "C", "O", "O", "Si", "Cl", "C", "C", "F", "C", "Br", "C", "C", "Br", "H", "H", "H", "H", "H", "H", "H", "H", "H", "H", "H", "H", "H", "H", "H", "H", "H", "H", "H", "H", "H", "H", "H", "H", "C", "O", "C", "C", "O", "C", "C", "O", "C", "H", "H", "H", "H", "H", "H", "H", "H", "H", "H", "H", "H", "H", "H", "C", "O", "C", "C", "O", "C", "C", "O", "C", "H", "H", "H", "H", "H", "H", "H", "H", "H", "H", "H", "H", "H", "H"], "positions_angstrom": [[3.962, 6.531, -3.156], [5.034, 5.485, -2.830], [4.641, 4.169, -3.190], [4.107, 3.351, -2.164], [2.663, 2.922, -2.487], [2.496, 1.101, -2.814], [3.761, 0.484, -4.039], [4.092, 1.454, -5.195], [5.563, 1.823, -5.268], [3.757, 0.883, -6.466], [1.004, 0.780, -3.486], [-0.515, 1.055, -2.952], [-1.012, -0.419, -1.606], [-1.721, 1.030, -4.356], [-3.070, 1.644, -3.989], [-3.099, 2.971, -4.423], [2.613, 0.155, -1.179], [2.813, 1.216, 0.378], [2.532, -1.172, -1.090], [2.284, -2.084, -2.259], [2.688, -2.096, 0.551], [4.232, 7.149, -4.012], [3.026, 6.025, -3.396], [3.773, 7.198, -2.313], [5.271, 5.506, -1.760], [5.961, 5.688, -3.369], [4.778, 2.489, -2.048], [4.135, 3.884, -1.208], [1.981, 3.217, -1.686], [2.342, 3.464, -3.381], [4.674, 0.192, -3.509], [3.373, -0.441, -4.472], [3.518, 2.384, -5.091], [5.714, 2.755, -5.810], [5.997, 1.943, -4.275], [6.093, 1.023, -5.792], [2.820, 0.663, -6.463], [-0.580, 2.321, -2.194], [-1.856, 0.010, -4.725], [-1.299, 1.612, -5.181], [-3.252, 1.663, -2.911], [-3.908, 1.132, -4.463], [1.706, -2.952, -1.949], [1.729, -1.562, -3.039], [3.229, -2.438, -2.678], [2.219, -7.281, 8.852], [2.407, -6.211, 7.957], [3.639, -6.279, 7.269], [3.606, -5.425, 6.022], [2.844, -5.994, 4.970], [1.452, -5.721, 4.980], [1.090, -4.405, 4.329], [1.404, -3.321, 5.179], [1.441, -2.092, 4.491], [2.972, -7.282, 9.649], [1.235, -7.160, 9.301], [2.263, -8.246, 8.334], [3.860, -7.318, 6.990], [4.455, -5.922, 7.915], [4.628, -5.363, 5.643], [3.258, -4.418, 6.265], [1.047, -5.762, 5.993], [0.997, -6.516, 4.385], [0.014, -4.411, 4.102], [1.633, -4.312, 3.378], [2.172, -2.120, 3.676], [1.729, -1.325, 5.206], [0.463, -1.835, 4.067], [-4.496, 3.601, -1.034], [-5.173, 2.568, -0.358], [-5.258, 2.781, 1.036], [-6.348, 1.925, 1.641], [-7.657, 2.397, 1.364], [-8.234, 1.982, 0.137], [-8.890, 0.622, 0.203], [-7.919, -0.405, 0.196], [-8.438, -1.646, 0.611], [-3.448, 3.675, -0.717], [-4.526, 3.366, -2.096], [-4.976, 4.572, -0.872], [-5.468, 3.838, 1.246], [-4.304, 2.523, 1.519], [-6.242, 1.981, 2.726], [-6.226, 0.886, 1.327], [-7.502, 2.005, -0.675], [-9.018, 2.712, -0.075], [-9.560, 0.515, -0.662], [-9.501, 0.559, 1.113], [-8.858, -1.584, 1.621], [-7.617, -2.360, 0.607], [-9.222, -2.005, -0.067]], "forces_ev_per_a": [[-0.076, 0.033, 0.012], [-0.032, -0.044, 0.210], [0.095, -0.070, -0.182], [0.062, 0.200, 0.164], [-0.060, 0.075, 0.022], [0.071, -0.165, -0.073], [0.159, -0.083, 0.028], [-0.169, 0.248, -0.080], [0.106, -0.136, -0.029], [0.007, -0.048, 0.046], [-0.073, 0.172, 0.045], [0.078, 0.086, 0.039], [-0.101, -0.109, 0.071], [-0.068, -0.016, -0.110], [-0.031, 0.017, 0.049], [0.002, 0.033, 0.076], [-0.072, -0.141, -0.120], [0.103, 0.094, 0.107], [-0.098, 0.063, -0.112], [0.086, 0.089, -0.085], [0.025, -0.085, 0.115], [0.004, -0.065, -0.014], [0.012, 0.021, 0.031], [0.044, -0.022, -0.032], [0.032, 0.015, -0.069], [-0.044, 0.019, -0.006], [-0.065, 0.011, -0.028], [-0.035, -0.055, -0.047], [0.007, 0.001, -0.032], [0.029, -0.038, 0.005], [-0.037, 0.029, -0.019], [-0.002, -0.036, 0.012], [0.035, -0.077, 0.070], [-0.037, -0.051, -0.062], [-0.070, 0.049, -0.007], [0.009, 0.026, 0.092], [0.015, 0.055, -0.012], [-0.004, -0.012, -0.052], [0.068, 0.017, 0.060], [-0.064, -0.047, -0.022], [-0.006, -0.054, -0.021], [0.062, -0.011, -0.059], [-0.013, 0.043, 0.003], [0.033, -0.037, 0.003], [-0.007, -0.044, 0.054], [0.028, 0.024, 0.085], [-0.063, -0.032, -0.140], [0.067, -0.036, 0.009], [0.006, -0.016, 0.049], [-0.012, 0.017, 0.025], [-0.027, 0.045, -0.018], [-0.022, -0.020, -0.071], [0.117, -0.052, -0.009], [-0.058, 0.014, 0.012], [0.015, 0.023, -0.011], [0.006, -0.010, 0.002], [-0.011, 0.006, -0.016], [-0.020, 0.004, -0.026], [-0.012, -0.035, 0.041], [-0.008, 0.072, 0.005], [-0.017, -0.005, -0.017], [0.025, -0.006, 0.005], [-0.031, -0.019, 0.059], [-0.001, 0.049, -0.010], [0.020, -0.011, 0.016], [0.017, 0.027, 0.000], [-0.004, -0.002, -0.004], [-0.009, -0.019, -0.001], [0.093, -0.033, -0.046], [-0.154, 0.022, -0.016], [0.041, 0.037, 0.058], [0.048, 0.012, -0.020], [0.014, -0.017, -0.015], [-0.022, -0.044, -0.014], [-0.073, 0.014, 0.009], [0.050, 0.068, 0.105], [-0.023, -0.046, -0.060], [0.001, -0.011, 0.017], [0.010, 0.063, -0.005], [-0.024, -0.014, 0.031], [-0.034, -0.007, -0.009], [0.029, 0.034, -0.032], [0.005, -0.068, -0.002], [-0.022, 0.004, -0.009], [0.017, 0.007, 0.019], [0.038, 0.017, -0.054], [-0.009, -0.049, 0.008], [0.023, 0.014, 0.011], [0.016, 0.009, 0.007], [-0.010, -0.002, 0.003], [0.002, 0.024, -0.017]], "e_homo_ev": -9.235, "smiles": "CCOCC[Si@](C[C@@H](C)O)(O[Si@H](Cl)CCF)/C(Br)=C(\\C)Br.COCCOCCOC.COCCOCCOC", "gap_ev": 9.64}